61
Properties=species:S:1:pos:R:3:forces:R:3:mulliken_charge:R:1 method="wB97M-V/def2-TZVPD" spin_multiplicity=1 smiles="O=C(NCCN1CCOCC1)c1ccc2c(c1)N(Cc1c(F)cccc1Cl)C(=O)c1ccccc1S2" homo_energy_ev=-8.565 e_tot_ha=-2392.15133 homo_lumo_gap_ev=8.98 largest_force_ev_per_a=0.6 molar_mass_g_mol=526.03
O -1.614684 0.595947 -2.522317 -0.2761 0.0086 -0.1359 -0.671
C -0.552990 0.385761 -1.970739 0.2847 -0.0752 0.1611 -0.034
N 0.632482 0.401686 -2.621111 0.3487 -0.0424 0.0149 -0.114
C 0.716997 0.718731 -4.027857 -0.1766 0.4537 -0.2452 -0.907
C 0.781881 2.238439 -4.301206 -0.1188 -0.3583 -0.0098 -1.008
N 2.012251 2.925251 -3.992423 0.1049 0.0044 0.0465 0.062
C 2.368586 3.005223 -2.592128 0.2873 0.3654 -0.0153 -0.118
C 3.470325 4.057660 -2.442382 -0.2859 -0.1265 0.2695 -0.882
O 4.601125 3.713219 -3.208388 0.1410 -0.0708 0.0583 -0.405
C 4.259834 3.588438 -4.569651 -0.0658 -0.2312 -0.3323 -0.725
C 3.167458 2.535334 -4.775395 0.1991 0.3084 0.0916 -0.530
C -0.458175 0.066532 -0.512314 -0.1110 -0.0118 0.2874 0.720
C 0.566390 0.544060 0.299200 -0.0870 -0.0716 -0.1654 -0.355
C 0.558633 0.262744 1.652036 0.0031 -0.0767 -0.0153 -0.997
C -0.442477 -0.526083 2.194821 0.1259 -0.1195 0.3638 1.064
C -1.457895 -1.038964 1.389923 0.3271 0.4466 -0.1958 -1.138
C -1.467708 -0.708299 0.041490 0.0186 0.0734 0.0506 -0.603
N -2.413427 -1.948024 1.889934 -0.0701 -0.1640 -0.2663 0.573
C -2.413552 -3.260368 1.252089 -0.1283 -0.2877 0.0257 -1.605
C -1.050189 -3.875715 1.418184 -0.0088 -0.0343 -0.1355 0.012
C -0.138043 -3.906841 0.369578 0.0653 -0.1431 0.2216 0.679
F -0.517917 -3.437327 -0.838980 -0.0006 -0.0661 0.0802 -0.382
C 1.145915 -4.399564 0.502608 -0.0795 0.0776 -0.1223 -0.725
C 1.549742 -4.876146 1.737163 -0.1096 0.0633 -0.0747 -0.416
C 0.676789 -4.859987 2.809207 -0.1090 0.0135 0.1588 -0.820
C -0.608320 -4.362818 2.648988 0.2762 -0.0444 -0.2844 0.931
Cl -1.674369 -4.348149 4.004619 -0.0325 -0.1134 0.0964 -0.174
C -3.304705 -1.706338 2.891015 -0.1676 0.0483 -0.0004 0.861
O -4.184412 -2.496743 3.169866 -0.1843 0.0631 0.0700 -0.633
C -3.185858 -0.414849 3.626432 -0.1403 0.2026 0.3610 -0.004
C -4.353173 0.306507 3.858297 0.0477 -0.0987 -0.1177 -0.798
C -4.338703 1.440617 4.647788 -0.0211 0.0298 0.0021 -0.684
C -3.158193 1.852228 5.245551 -0.0258 0.0167 0.0461 -0.492
C -1.991768 1.140294 5.033337 -0.0586 0.0123 0.0521 -0.472
C -2.004875 0.017722 4.221007 0.3351 -0.1759 0.0142 0.633
S -0.463110 -0.845302 3.946163 -0.2033 0.1127 -0.2415 -0.264
H 1.476428 0.186926 -2.117177 -0.1432 -0.0467 0.0202 0.357
H 1.581657 0.210843 -4.457689 -0.0556 -0.0424 0.0140 0.497
H -0.194491 0.338840 -4.497339 0.1544 -0.0415 -0.0378 0.419
H 0.584678 2.395476 -5.364965 -0.0883 0.0047 0.0044 0.358
H -0.019810 2.716521 -3.732674 -0.0573 -0.0359 -0.0869 0.476
H 1.490681 3.296655 -2.012728 -0.0032 -0.0340 0.0575 0.415
H 2.759263 2.046336 -2.204845 -0.0309 0.0561 0.0589 0.081
H 3.810257 4.124582 -1.407339 -0.0642 0.0284 -0.0356 0.357
H 3.080793 5.033757 -2.766241 0.0015 -0.0659 0.0562 0.392
H 5.176576 3.306011 -5.089891 -0.0708 0.0331 -0.0284 0.361
H 3.900840 4.554627 -4.953565 0.0308 -0.0830 -0.0106 0.356
H 2.889324 2.495546 -5.829936 0.0289 -0.0310 -0.0357 0.436
H 3.567457 1.550996 -4.473021 -0.0152 0.0127 -0.0638 0.290
H 1.347426 1.170178 -0.106486 0.0822 0.0752 -0.0794 0.426
H 1.332237 0.644474 2.300168 0.0423 0.0892 0.0611 0.492
H -2.259414 -1.056525 -0.603663 -0.1010 -0.0438 -0.0516 0.614
H -2.667714 -3.175670 0.193224 -0.0124 -0.0332 0.1430 0.399
H -3.178189 -3.852006 1.763029 0.1370 0.0907 -0.1781 0.699
H 1.805139 -4.401336 -0.350386 0.0554 0.0108 -0.1032 0.466
H 2.549239 -5.261170 1.863650 0.0942 -0.0426 0.0157 0.393
H 0.984497 -5.227212 3.774643 0.0095 -0.0386 0.1080 0.449
H -5.271393 -0.048400 3.415314 -0.0931 -0.0364 -0.0090 0.470
H -5.250619 1.994685 4.809978 -0.0788 0.0461 0.0076 0.401
H -3.143817 2.726965 5.878091 -0.0073 0.0829 0.0492 0.387
H -1.064911 1.444025 5.495444 0.0812 0.0564 0.0104 0.431

59
Properties=species:S:1:pos:R:3:forces:R:3:mulliken_charge:R:1 method="wB97M-V/def2-TZVPD" spin_multiplicity=3 s_squared=2.12 homo_energy_ev="-14.013 / -14.063" e_tot_ha=-1702.38153 homo_lumo_gap_ev="6.38 / 5.11" total_charge=+2 largest_force_ev_per_a=1.7 molar_mass_g_mol=732.27
W 0.198158 0.393557 -0.210426 1.5132 -0.2130 -0.6450 0.298
C -0.512724 -1.502584 5.254266 0.0213 0.0732 -0.0078 -0.555
C -0.998347 -2.068906 4.077882 -0.0131 -0.0404 -0.0306 -0.489
C -0.984308 -1.345597 2.903952 -0.0355 -0.0098 -0.0570 0.102
C -0.507389 -0.033208 2.897063 0.0001 -0.2340 -0.0326 -0.470
C -0.001576 0.527996 4.078645 -0.0030 0.1374 -0.0874 0.096
C -0.003929 -0.209082 5.245811 0.0273 -0.0085 0.0547 -0.819
N -0.500282 0.719463 1.708463 -0.4278 0.5991 0.8868 0.889
C -0.967948 2.016068 1.820660 0.4380 0.0272 -0.1696 0.776
C -1.907488 2.469250 2.766860 -0.0944 -0.0199 0.1245 -0.285
C -2.299774 3.786191 2.744935 -0.0207 -0.0421 0.0579 -0.827
C -1.764376 4.688836 1.814703 -0.0801 0.0058 0.0962 -0.616
C -0.822966 4.280251 0.887321 0.2506 -0.2497 -0.2302 -0.675
C -0.440639 2.948488 0.884062 -0.3489 0.2647 0.5710 0.429
N 0.491186 2.355412 0.049835 0.3421 0.1160 -0.5641 0.708
N 1.277178 3.087580 -0.692703 -0.2972 0.2853 0.5751 -1.240
C 2.156023 2.324557 -1.379630 0.3655 -0.4707 -0.2766 0.375
C 3.168786 2.943834 -2.120426 -0.3441 0.0673 0.2551 -0.490
C 4.111393 2.160594 -2.745113 0.0534 -0.2775 -0.0459 -0.411
C 4.020974 0.773384 -2.611774 0.1438 0.3254 -0.1255 -1.019
C 2.990262 0.223780 -1.883858 -0.2173 -0.3167 0.0853 -0.120
N 2.042182 0.959729 -1.277279 0.0708 0.2753 0.0063 0.206
H -0.527991 -2.069365 6.175201 0.0261 -0.0218 -0.0165 0.427
H -1.382183 -3.080076 4.083850 -0.0386 0.0185 0.0049 0.465
H -1.372047 -1.767263 1.987542 0.0505 0.0092 0.0229 -0.114
H 0.429100 1.521384 4.057917 -0.0089 -0.0013 0.0012 0.574
H 0.406258 0.223730 6.148008 -0.0226 -0.0190 0.0091 0.428
H -2.335943 1.779313 3.480176 -0.0204 -0.0373 -0.0389 0.591
H -3.042169 4.127545 3.453249 0.0057 0.0158 -0.0143 0.454
H -2.101650 5.716466 1.822250 0.0366 0.0072 -0.0144 0.444
H -0.386332 4.958668 0.168095 -0.0358 0.0539 0.0276 0.529
H 3.180243 4.024333 -2.147039 0.0411 -0.0065 -0.0437 0.549
H 4.911525 2.610072 -3.317133 0.0023 -0.0019 0.0080 0.463
H 4.751439 0.122973 -3.071002 -0.0137 -0.0242 0.0182 0.455
H 2.911393 -0.848942 -1.770575 -0.0658 0.0228 0.0593 0.572
C 1.166763 -4.187845 -3.426254 0.0099 -0.1159 0.0178 -1.658
C 0.383171 -3.162295 -2.675260 0.1364 0.4372 -0.0783 0.184
C 0.582169 -1.817847 -2.874918 0.2688 -0.3768 0.0662 -1.211
C -0.190800 -0.821731 -2.235520 -0.7530 -0.0781 0.1030 1.958
C -0.369004 0.478867 -3.049926 0.0957 -0.1818 -0.1603 -1.227
C -1.213448 -1.291048 -1.301270 0.0995 0.2633 -0.5597 0.908
C -1.884146 -0.309359 -0.519320 -0.5966 -0.4562 -0.5868 -1.393
O -1.559130 0.964439 -0.738692 -0.3585 -0.0607 0.1405 -0.581
C -1.449107 -2.691546 -1.128293 0.1600 -0.2164 0.1383 0.842
C -2.570521 -3.174860 -0.254922 0.0325 0.0440 -0.0364 -1.706
C -0.660277 -3.571743 -1.810655 -0.1773 0.0615 0.1964 -0.659
H 1.838699 -3.734833 -4.151496 -0.0063 -0.0018 -0.0072 0.383
H 0.484335 -4.859790 -3.949194 0.0494 -0.0123 -0.0390 0.422
H 1.757651 -4.803698 -2.744721 -0.0212 0.0253 0.0226 0.361
H 1.306295 -1.511229 -3.620666 -0.0478 0.0596 -0.0147 0.404
H 0.243334 0.402833 -3.946212 0.0952 -0.0192 0.0711 0.466
H -0.124577 1.432488 -2.579878 -0.0044 0.0316 0.0309 0.409
H -1.409181 0.548993 -3.367600 -0.0397 0.0782 0.1213 0.299
H -2.762581 -0.504539 0.084287 0.1666 -0.1163 0.2259 0.670
H -2.374707 -2.978297 0.800506 -0.0515 -0.0176 -0.0225 0.278
H -2.695596 -4.248442 -0.370274 -0.0280 -0.0023 0.0144 0.450
H -3.513187 -2.693814 -0.521319 -0.0197 -0.0250 0.0292 0.397
H -0.853288 -4.633421 -1.705774 -0.0124 0.0041 -0.0044 0.465
I 1.681080 -1.649715 0.803611 -0.2981 0.3656 -0.1324 -0.163

59
Properties=species:S:1:pos:R:3:forces:R:3:mulliken_charge:R:1 method="wB97M-V/def2-TZVPD" spin_multiplicity=2 s_squared=0.78 homo_energy_ev="0.743 / -0.550" e_tot_ha=-1919.02904 homo_lumo_gap_ev="3.16 / 4.45" total_charge=-2 largest_force_ev_per_a=0.9 molar_mass_g_mol=478.57
Na 0.616774 0.156792 1.633681 -0.4689 0.2040 0.5698 0.830
C -1.340989 -5.345084 0.994035 -0.0399 0.0455 -0.0130 -0.548
C -0.181764 -4.609053 1.271487 -0.0343 0.0099 -0.0127 -0.577
C -0.218388 -3.236122 1.406546 -0.0789 0.0738 0.0553 -0.183
C -1.431764 -2.503795 1.269991 -0.1811 -0.1416 0.0737 0.118
C -2.602590 -3.268858 0.984531 0.0391 -0.0783 -0.1048 -0.476
C -2.543417 -4.645518 0.859004 0.1259 0.0472 0.0112 -0.467
N -1.413758 -1.152770 1.436195 0.2810 -0.1966 -0.4491 0.064
N -2.542221 -0.556594 1.094389 -0.1452 0.2277 0.3538 -0.594
C -2.536885 0.846460 1.237942 0.1651 0.1206 -0.1700 0.140
C -3.815340 1.434576 1.231467 -0.0455 -0.0040 0.0329 -0.528
C -3.967889 2.816094 1.256481 -0.0313 -0.0292 0.0107 -0.261
C -2.841681 3.628815 1.310190 0.1304 -0.1017 -0.0110 -0.564
C -1.573792 3.022928 1.366282 -0.3050 -0.0838 -0.0954 -0.536
C -1.350656 1.638809 1.315089 0.1117 0.1058 0.1121 -0.254
H -1.306985 -6.423841 0.889992 0.0043 0.0106 0.0110 0.354
H 0.765591 -5.126327 1.392041 0.0051 0.0225 -0.0132 0.346
H 0.690378 -2.688912 1.641398 -0.0279 -0.0238 0.0067 0.476
H -3.537256 -2.736736 0.878473 0.0137 0.0012 0.0124 0.335
H -3.458379 -5.197673 0.657861 -0.0053 0.0164 -0.0170 0.312
H -4.692829 0.789462 1.228456 0.0584 -0.0023 -0.0960 0.335
H -4.963662 3.253727 1.239759 0.0107 -0.0125 -0.0042 0.291
H -2.950414 4.712703 1.299819 0.0258 -0.0142 0.0596 0.314
H -0.712733 3.693620 1.444323 -0.0314 -0.0034 -0.0314 0.251
O 1.685059 0.042506 3.495129 0.3376 -0.0414 0.3155 -0.771
N 2.515813 0.761874 4.181196 0.0864 -0.0350 -0.0149 0.298
C 2.050128 1.342237 5.312002 -0.0138 0.0286 0.0024 -0.177
C 2.826816 2.130376 6.121019 0.0584 0.0078 0.0225 -0.704
C 4.158363 2.334867 5.756576 0.0558 -0.0067 -0.0686 -0.081
C 4.634724 1.737820 4.613737 -0.0758 -0.0202 0.0200 -0.703
C 3.838741 0.918983 3.774737 -0.0635 0.0053 0.0260 0.094
S 4.417261 0.171402 2.363466 -0.0566 0.0798 0.0927 -0.461
H 1.008619 1.129720 5.500546 -0.0071 -0.0186 -0.0677 0.424
H 2.395722 2.574251 7.007595 -0.0198 -0.0067 -0.0110 0.354
H 4.806669 2.960862 6.360184 0.0036 -0.0306 -0.0208 0.320
H 5.659844 1.873407 4.298329 -0.0047 -0.0037 -0.0001 0.339
C 0.367316 0.876509 -6.957794 -0.0122 0.0030 -0.0286 -1.450
C 0.352071 0.535648 -5.492976 0.0078 -0.0260 0.0359 0.766
C -0.090966 -0.700623 -5.051109 -0.0396 -0.0734 -0.0015 -0.934
C -0.097873 -1.029697 -3.698958 -0.0582 -0.2034 -0.0672 0.796
C -0.611145 -2.389608 -3.276079 0.0316 0.0976 -0.0178 -1.757
C 0.375004 -0.098067 -2.770205 -0.0107 0.0270 0.0444 0.605
C 0.373231 -0.476661 -1.335594 -0.5410 -0.3134 -0.0105 0.529
O 0.956670 0.120424 -0.470448 0.6730 0.1640 -0.5415 -0.528
C 0.811475 1.169729 -3.192158 0.0174 0.1478 0.1024 0.707
C 1.260260 2.229347 -2.219131 -0.0268 -0.0512 -0.0163 -1.339
C 0.786262 1.458850 -4.550810 0.0356 0.0525 0.0357 -0.971
H -0.043542 0.062571 -7.555728 -0.0024 0.0055 -0.0003 0.342
H 1.385992 1.067564 -7.301398 0.0114 0.0039 -0.0140 0.306
H -0.218058 1.775631 -7.159037 -0.0086 0.0096 -0.0004 0.322
H -0.449108 -1.427569 -5.773904 0.0075 -0.0048 0.0177 0.210
H -0.896271 -2.969957 -4.153471 -0.0011 0.0040 -0.0112 0.337
H -1.483069 -2.304972 -2.625122 0.0039 -0.0102 -0.0005 0.405
H 0.140009 -2.955450 -2.723667 -0.0145 -0.0026 -0.0015 0.391
H -0.236541 -1.351330 -1.051764 0.0352 0.0301 -0.0755 -0.047
H 0.504276 2.400828 -1.448735 0.0194 -0.0147 -0.0182 0.244
H 1.456608 3.162525 -2.749430 -0.0157 -0.0052 -0.0143 0.351
H 2.158551 1.922601 -1.684348 0.0032 0.0134 -0.0247 0.290
H 1.111756 2.440682 -4.882106 0.0072 -0.0058 0.0203 0.313